Entry 1:
Below is a structure of composition C35H50NO3PtS2Se, with properties calculated with ωB97M-V/def2-TZVPD.

Atoms and positions in Å:
1 H 3.5589 1.6011 4.4899
2 C -1.4465 0.8983 0.1183
3 C 4.5946 -2.8420 -3.2487
4 C -3.2801 -3.1227 -2.4128
5 H 2.0307 -1.8063 2.4853
6 H -3.8826 -2.0101 1.8788
7 H 1.2780 -2.5465 -4.2228
8 C 3.2105 -0.7567 0.2354
9 H 2.6118 -3.3891 -5.0062
10 C 2.7933 -1.6607 -2.0141
11 C -4.1761 4.7680 1.3210
12 H -5.0756 4.9809 1.8827
13 C -3.0015 -0.0066 1.9362
14 H -3.0561 3.6150 -1.6700
15 H -3.7669 -3.7844 -3.1346
16 H -2.2279 -3.4121 -2.3366
17 H -3.8832 1.3307 3.3945
18 H 1.4660 -0.5045 -3.2955
19 H -1.2825 0.1128 -3.2130
20 H 5.5031 -2.1451 1.1049
21 C -2.9416 4.9621 1.9000
22 S 1.6432 2.7450 3.5395
23 C -4.1639 -0.9844 2.1311
24 H 3.0775 -1.0069 3.6658
25 H -3.3528 -2.1962 -4.9477
26 O -0.9029 1.6854 1.0408
27 H 5.1493 0.2290 2.9202
28 C 2.9172 3.9611 3.0728
29 C -3.1047 3.9908 -0.6592
30 H -5.4168 -1.9132 -3.6547
31 H -2.9052 -0.5157 -4.6538
32 H 3.8918 3.4741 3.0711
33 Se 0.5031 1.8386 -1.7660
34 H 5.0567 -2.1552 2.8085
35 C 2.5897 1.9427 4.8562
36 H -2.1927 -0.5134 3.8823
37 H -5.3865 -1.4088 -1.9615
38 H 2.7742 -4.9134 -3.1021
39 C -1.0468 0.8631 -1.2148
40 H -5.2106 4.0952 -0.4619
41 H -2.8380 5.3262 2.9121
42 H 4.8078 -3.6369 -3.9662
43 H -3.7477 -3.2882 -1.4396
44 H 4.9677 -1.9011 -3.6605
45 H -4.4609 -0.9740 3.1819
46 H 3.1269 -4.3476 -1.4679
47 H 1.5249 -4.0737 -2.1702
48 H -4.2880 1.7341 1.7176
49 C -3.4869 1.3839 2.3763
50 C 2.5951 -4.1056 -2.3900
51 C 2.3705 0.3837 -0.1171
52 H -2.6763 2.1129 2.3601
53 H 3.9980 -2.5679 -0.4923
54 O -0.7864 4.0024 -0.7757
55 C -2.6965 -0.7545 -1.8597
56 H 2.6836 -1.6382 -4.8257
57 C -1.7874 4.6576 1.1851
58 H 2.9244 4.7982 3.7691
59 C 3.3823 -1.7130 -0.7265
60 C 4.6552 -2.1307 1.7949
61 H 5.1489 -3.0588 -2.3337
62 H -5.0167 -0.2383 -3.2363
63 H 2.0279 -0.0376 2.6195
64 C -4.2590 4.2673 0.0209
65 C 2.6570 -0.9271 2.6598
66 H 2.0110 1.0888 5.2041
67 H -3.9121 -1.3873 -0.2284
68 S -0.1776 4.7843 1.7980
69 C -2.5217 0.0398 0.4778
70 H 5.5203 0.4167 1.2031
71 N -1.9091 4.2109 -0.0753
72 H 2.7282 4.3385 2.0733
73 C -4.8968 -1.2808 -2.9297
74 C -3.4095 -1.6599 -2.8634
75 O 2.2174 1.3283 0.6939
76 C 3.0757 -2.7754 -3.0003
77 H -1.0022 0.2179 2.7919
78 C 2.3655 -2.5632 -4.3378
79 H 2.7215 2.6485 5.6749
80 C 1.9504 -0.5698 -2.3307
81 C 1.7341 0.4052 -1.4095
82 H 4.0661 -3.0405 1.6539
83 C 4.7060 0.3494 1.9294
84 Pt 0.7317 2.9241 0.5538
85 H -5.0383 -0.7028 1.5383
86 C -1.8490 -0.4667 2.8448
87 C 3.8076 -0.8658 1.6347
88 H -1.7611 -1.8258 -4.2839
89 C -3.0945 -0.7394 -0.5117
90 C -1.6521 0.0690 -2.1948
91 H -1.5115 -1.4657 2.5537
92 H 4.1431 1.2830 1.9103
93 C -2.8160 -1.5340 -4.2657

## Properties
HOMO-LUMO gap (alpha / beta) in hartree: 0.2977 / 0.1847
Net charge: +1
LUMO (alpha / beta) in eV: -2.3 / -5.3
2S+1: 5

---

Entry 2:
Below is a structure of composition C35H51Br61N3S2 at a distorted geometry, with properties calculated with ωB97M-V/def2-TZVPD.

Atoms and positions in Å:
1 H -3.1873 4.1526 -3.9908
2 H -1.2844 -5.1061 -0.2777
3 Br -10.0952 -9.7226 -0.6439
4 H 10.4615 -0.0808 0.2130
5 C 8.7277 5.0309 3.1031
6 C -2.6562 3.3832 -3.3246
7 H 0.8350 0.8116 -4.4815
8 C 3.5233 9.3839 8.4074
9 H -3.8090 0.7993 -5.1585
10 C -3.9141 -7.1587 -3.0155
11 C -0.3710 -0.4789 -0.8273
12 Br 4.9021 -4.2096 -1.0815
13 H -1.5535 4.2565 -1.5686
14 Br -12.3646 -8.2615 4.2896
15 Br 9.4479 6.8117 3.4950
16 Br 4.2641 2.2769 0.7389
17 C -1.3180 4.0026 -2.6653
18 Br 4.7679 -0.8634 0.2365
19 Br 3.9478 7.4930 8.3389
20 S -1.1281 0.6090 -6.0416
21 Br 1.6388 5.2628 -1.1629
22 Br -4.5649 -6.5104 -7.3595
23 Br 6.4392 -6.5508 -2.6618
24 Br 6.7155 -4.9889 -6.1912
25 Br 9.0483 0.0089 -1.8273
26 C 5.1625 0.9465 -0.3499
27 H -0.9143 8.7891 2.9327
28 Br -0.6815 7.4811 -1.2999
29 H -13.1915 -10.1804 2.9431
30 Br 8.4916 1.0974 1.1544
31 H 1.1335 1.1027 1.4128
32 H 13.0062 4.2913 3.6419
33 Br -5.6806 -7.4227 -3.7674
34 C -13.5636 -9.1646 3.0625
35 Br -6.8596 -14.5922 0.9086
36 C -4.6203 11.5700 5.5090
37 C -3.7702 1.4705 -4.2342
38 Br 4.2491 -2.9402 -6.0188
39 Br -0.3956 -8.0753 -0.4474
40 Br -6.8161 -8.1969 -8.9075
41 H -3.6325 0.4271 -2.1633
42 C 13.3030 4.7407 2.6960
43 Br 8.5546 10.9306 3.7383
44 C -0.5013 -1.6650 -3.6857
45 H 0.4748 -5.5909 -1.6447
46 H 6.2353 1.0904 -0.2087
47 H -1.2947 -0.1281 -1.4149
48 H -4.4007 10.9265 4.6593
49 C -0.3352 -7.8918 1.4826
50 Br -0.7888 6.3670 3.4773
51 H 1.5756 -1.7123 -4.6539
52 H -0.6301 -4.2137 -3.1149
53 Br -8.6324 11.7045 8.8418
54 C -9.3708 -8.5389 0.7099
55 H -10.0789 -7.7207 0.8294
56 N -0.0979 -1.9208 -1.1018
57 Br 3.4189 -5.8138 -3.4412
58 Br -9.2240 -9.4179 2.4316
59 H -1.8292 -2.5614 0.1405
60 C -0.6782 -0.1435 0.7208
61 Br -6.9819 10.5046 11.3219
62 C 0.0118 1.1966 1.2695
63 H -0.2850 -13.6783 -0.9879
64 H -6.2188 11.1466 9.0442
65 H 1.3675 0.2765 -6.1413
66 C -6.9141 11.6187 9.7360
67 Br -0.6532 -11.8527 -2.6347
68 H -1.0226 4.9683 -3.1830
69 H 9.4258 4.5462 2.4190
70 H -0.9876 -0.6548 -3.5035
71 Br 6.9272 -2.3996 -4.3183
72 Br 4.6771 8.1799 3.1681
73 Br -2.0914 -7.5502 2.2297
74 C 1.2202 7.1563 -1.1011
75 H -4.4885 2.3492 -4.4460
76 Br -4.1457 10.5788 7.1074
77 Br -2.8691 -8.7915 -3.0367
78 Br 12.1761 6.2980 2.4303
79 H 4.3659 -6.6314 -1.2954
80 H -0.4553 3.2441 -2.6690
81 Br -7.5038 -5.2786 -7.7560
82 Br 4.7935 1.1994 -2.2391
83 C -0.5309 -4.2662 -0.4204
84 Br 2.2322 10.2434 3.4036
85 C 4.1580 10.0307 3.4535
86 Br -13.5453 -8.3435 1.3051
87 C -1.6937 2.2077 -5.2580
88 Br 1.9268 7.9991 0.4933
89 Br 13.0178 3.4058 1.3184
90 Br 0.9551 -6.5534 2.0337
91 Br 7.0136 5.1377 2.1885
92 H -6.7727 -7.3402 -6.5746
93 Br 8.6311 3.9194 4.6935
94 Br 0.5448 -11.7521 0.3469
95 C 0.5102 -1.4304 -4.9445
96 Br -6.2156 13.3851 10.1248
97 H -1.2750 -2.4259 -4.0572
98 Br 8.2493 8.5538 5.8741
99 C 9.3935 -0.2305 0.0658
100 H 1.4896 -1.9394 -2.5335
101 N -2.4222 2.0734 -3.9944
102 H 0.6755 -2.1935 -0.4524
103 Br -3.2473 8.4217 3.7103
104 Br -5.7341 -14.4934 -2.0984
105 H 4.5651 10.6079 2.6254
106 Br -2.4523 -12.7965 -0.1485
107 H 0.0018 -8.8465 1.8832
108 H -7.8830 -13.6680 -1.1597
109 C -6.4593 -6.8946 -7.5167
110 Br -6.5168 11.9688 5.4447
111 H -3.3998 -6.4432 -3.6546
112 C 6.1763 -3.1442 -5.9429
113 S -1.3526 3.6275 -6.0640
114 H -1.9943 -2.9481 -1.6355
115 Br -3.5397 13.1669 5.3051
116 C -1.3199 8.2103 3.7609
117 C -6.8648 -13.6339 -0.7771
118 H 4.0182 9.8518 7.5591
119 Br -15.3607 -9.2982 3.7776
120 H 0.1488 -1.9973 -5.8670
121 Br 1.6218 9.7034 8.2004
122 C -0.6592 -12.6630 -0.8720
123 C -4.3797 0.6688 -2.9858
124 H -0.2912 2.1286 0.6685
125 C 8.8402 9.0442 4.0919
126 Br -3.9958 -6.3777 -1.2411
127 Br -7.6852 -7.7550 0.1554
128 H -0.0103 -4.0742 0.5913
129 Br 1.1061 0.7324 -1.4728
130 H 1.1508 -4.0909 -3.4764
131 C 4.7300 -5.9034 -2.0181
132 H -4.8538 -0.2870 -3.4094
133 Br 4.2245 10.2232 10.0084
134 Br 4.9174 10.7641 5.0825
135 H 8.2214 8.4993 3.3899
136 Br -0.5584 8.9383 5.3891
137 C 0.5381 0.1374 -5.3539
138 H 6.5885 -2.5770 -6.7752
139 N 0.5698 -4.5889 -1.3984
140 Br -6.4102 -11.7624 -0.5429
141 H -0.4303 1.3747 2.3198
142 Br 10.7028 8.5196 3.7644
143 H 1.7133 7.6197 -1.9535
144 H -5.2522 1.2832 -2.5541
145 C 0.3746 -3.8469 -2.6754
146 H -1.8136 0.0400 0.7975
147 H -3.3645 3.1843 -2.4411
148 C 0.3873 -2.2349 -2.4902
149 Br 8.9877 -2.0360 0.6444
150 Br 15.1742 5.2222 2.8586
151 H -0.4776 -1.0319 1.4225
152 C -1.2326 -2.8479 -0.7880

## Properties
HOMO-LUMO gap in hartree: 0.2730
Net charge: +1
LUMO in eV: -2.2
Energy relative to the best compared isomer or geometry (same formula, charge and spin) in kJ/mol: 329.9

---

Entry 3:
Below is a structure of composition C35H51CoN5OP2S3, with properties calculated with ωB97M-V/def2-TZVPD.

Atoms and positions in Å:
1 C -4.0498 1.7945 1.1736
2 H -0.9165 2.6606 1.3638
3 H -4.5105 -1.3281 0.7362
4 H -2.9676 -0.7430 -2.7500
5 H -3.9738 -2.5594 -0.3941
6 P 2.5835 -0.8326 0.0690
7 H 2.6245 2.1659 -5.0986
8 H 3.9726 1.9818 -0.2925
9 P -2.0340 -0.0061 0.4801
10 N -2.0314 -1.0831 1.7213
11 O -0.6651 0.2511 -0.0935
12 C 2.5127 0.9950 4.2721
13 H 4.6167 2.6993 -2.5339
14 H -2.2356 -2.9455 0.7131
15 H -0.5080 -0.8642 -3.5023
16 N 0.5726 -1.4982 -1.8617
17 S 2.9537 1.0474 -3.0115
18 H -4.9326 3.3406 2.4331
19 C -4.0800 2.6658 2.4247
20 H 4.4196 1.8256 3.7488
21 C -0.8797 -2.9284 -3.1214
22 H 3.0572 3.4360 -2.8446
23 C 0.7513 2.4324 -4.0715
24 C -0.5572 -3.9993 -2.2883
25 H 0.1242 2.5419 -4.9560
26 C 0.3164 -3.8030 -1.2480
27 H 1.0288 3.4336 -3.7493
28 H -3.2277 -2.4787 4.4703
29 C 0.8555 -2.5274 -1.0473
30 C 3.3485 2.7112 -0.8127
31 H -2.7003 0.8585 -2.0611
32 H 4.5061 -1.9737 1.8999
33 H -1.5592 -3.0417 -3.9513
34 H 2.0566 -3.1053 0.5003
35 H 2.4976 1.4473 5.2542
36 C 6.8381 -2.4355 -0.4999
37 C 3.5917 1.2104 3.4271
38 H -4.0107 -2.6887 2.9018
39 C 1.9776 1.6023 -4.4245
40 H -1.4195 1.7067 2.7531
41 H 1.6955 0.6842 -4.9418
42 H -1.1985 2.6289 -0.8644
43 C -3.2743 -0.0559 -1.9550
44 H 0.4247 4.3878 -0.2951
45 H -0.5916 -2.5602 1.2126
46 N -3.0284 -0.6794 -0.6479
47 H -5.1691 0.2813 -2.9977
48 H 6.7418 -2.9277 1.5862
49 H 3.6408 3.6980 -0.4511
50 C 4.9069 -1.3367 -1.4130
51 H -0.9847 -4.9773 -2.4583
52 C 2.5638 -0.2043 1.7634
53 H -4.6891 0.9166 1.2478
54 H -2.1072 -0.4727 3.7512
55 H -2.1191 -4.2224 2.7478
56 S -0.2789 1.6784 -2.7792
57 C -4.7807 0.1580 -1.9892
58 C -1.9078 -3.1607 2.8534
59 C 4.2948 -1.3657 -0.1619
60 H -4.3822 2.3715 0.3078
61 C 6.1780 -1.8673 -1.5776
62 H -4.1255 2.0480 3.3228
63 C -3.0918 -2.3691 3.3966
64 H 7.8285 -2.8486 -0.6298
65 C 1.4770 -0.3995 2.6050
66 C -5.3110 -1.0998 -1.3022
67 H 6.6495 -1.8393 -2.5493
68 H 4.3945 -0.9160 -2.2658
69 H -5.0375 1.0475 -1.4158
70 C -4.2124 -1.4982 -0.2978
71 C 0.6932 3.6381 -1.0418
72 C 3.6226 0.6063 2.1814
73 H -2.4324 3.8212 3.3041
74 H -1.1458 3.8347 -2.1572
75 C -1.6382 -2.4918 1.5082
76 H -3.6372 -0.3157 2.8996
77 Co 1.1164 0.3335 -1.2763
78 C 3.5513 2.6192 -2.3206
79 C 6.2289 -2.4805 0.7471
80 C -2.7536 -0.9368 3.0014
81 C -2.7375 3.3840 2.3562
82 H -2.7800 4.1811 1.6115
83 H 1.3213 4.1305 -1.7812
84 H -6.2712 -0.9413 -0.8161
85 H -1.0451 -3.0491 3.5134
86 C 4.9644 -1.9458 0.9210
87 S 1.6773 2.3542 -0.2100
88 C -0.2960 -1.7139 -2.8718
89 N 1.7000 -2.2843 0.0192
90 N -2.6219 1.4358 1.0166
91 C -1.7876 2.2823 1.8996
92 H -5.4435 -1.8944 -2.0356
93 H 4.4952 0.7340 1.5524
94 C 1.4647 0.1846 3.8634
95 H 0.6354 0.0006 4.5325
96 C -0.5709 3.0606 -1.6458
97 H 0.5905 -4.6098 -0.5846
98 H 0.6477 -1.0033 2.2836

## Properties
HOMO-LUMO gap (alpha / beta) in hartree: 0.2931 / 0.3347
Net charge: +2
LUMO (alpha / beta) in eV: -5.5 / -4.6
Energy relative to the best compared isomer or geometry (same formula, charge and spin) in kJ/mol: 33.3
2S+1: 2

---

Entry 4:
Below is a structure of composition C35H51KN8O6PTe2 at a distorted geometry, with properties calculated with ωB97M-V/def2-TZVPD.

Atoms and positions in Å:
1 H -4.0632 4.5976 -1.0310
2 H -4.0409 -5.5856 3.3312
3 H 2.0868 0.5374 -3.5269
4 C -0.4194 -0.6024 -5.3517
5 C -2.1579 4.5688 -3.7686
6 C -1.0464 -0.4026 -6.5847
7 C 4.8240 3.5497 0.3446
8 C -0.1619 1.8304 -6.7285
9 H -1.3304 4.3906 -4.4696
10 H -1.5728 -5.5408 2.8843
11 H -1.1950 3.1156 0.7479
12 H 3.6983 0.8620 -1.3616
13 N 1.1897 1.5649 2.5565
14 C 3.5695 -3.1886 -0.6979
15 C 4.7190 -1.5136 -2.1336
16 O -1.8380 -2.8858 1.1395
17 H 1.0869 2.4376 -5.0899
18 H 3.0842 -3.6619 -1.5594
19 H -3.5844 2.6571 -4.7816
20 C 2.1206 -4.8548 4.6916
21 N -2.9255 -0.5982 2.2825
22 O 0.9395 -4.0995 2.7512
23 H 2.6180 -4.5306 5.6126
24 H 4.8802 -0.4438 -2.3320
25 H 2.8257 -5.4572 4.1115
26 H 5.6152 2.4735 -1.3463
27 H 4.2810 -1.9688 -3.0312
28 C -2.0675 0.0033 1.4156
29 H -2.0328 1.8340 -4.5257
30 H 1.2456 3.6279 2.5216
31 H -1.8444 5.2918 -3.0290
32 H -0.0552 2.7692 -7.2567
33 N -2.0126 4.1417 -0.9441
34 C -1.9131 0.6088 4.0838
35 H -0.7553 4.8427 0.5654
36 H 0.5594 0.8283 -2.6988
37 H -2.9991 4.9743 -4.3389
38 P -0.3802 -3.1835 2.2198
39 H 3.7692 4.3621 2.0383
40 C -3.9090 -0.2604 5.8168
41 H 2.9385 -3.3590 0.1859
42 C 3.7842 3.6107 1.2587
43 H -3.6015 -4.3605 2.1108
44 C 0.3503 0.4364 -4.8131
45 C -3.9073 -0.6945 4.5063
46 H -4.6788 -1.3652 4.1395
47 N -2.5526 3.3302 -3.1061
48 N -2.1892 1.8316 -1.2935
49 H -3.4298 1.4679 -3.4952
50 H 1.2653 -5.4831 4.9553
51 O 0.1061 -1.7814 2.3606
52 K 0.9421 -1.0199 0.3742
53 C -3.2566 4.5547 -0.2944
54 H -2.2773 1.0951 -1.9873
55 C -2.9067 2.2633 -4.0207
56 C 3.7516 1.6672 -0.6351
57 C 0.4754 1.6405 -5.5111
58 C -3.5084 -4.6421 3.1625
59 C 4.3901 -1.0566 0.3115
60 C -0.9287 0.8001 -7.2695
61 H -3.3805 -1.4425 1.9700
62 C -2.9212 0.6166 6.2736
63 H -3.9673 -3.8637 3.7844
64 C 2.7675 2.6674 1.1855
65 H -3.1326 5.5508 0.1387
66 H -3.5475 3.8561 0.5031
67 H -1.5432 -1.9642 -4.1281
68 H -1.1399 1.7041 5.7395
69 C -0.8843 1.0136 3.1125
70 H -2.2192 -0.2230 0.3638
71 C -1.9296 1.0366 5.4092
72 O 2.5327 -1.0522 -1.2221
73 C 1.6494 2.6717 2.1776
74 O -1.7883 -3.7143 -0.0631
75 C -2.9142 -0.2496 3.6302
76 H -4.6918 -0.5940 6.4880
77 H 4.6521 -0.0106 0.1177
78 H 4.5368 -3.6816 -0.5268
79 N 0.2137 1.5295 3.5217
80 H 5.6945 -1.9864 -1.9360
81 H 1.0386 -3.0054 4.5203
82 C -2.0476 -4.8056 3.5325
83 C 3.7447 -1.6746 -0.9545
84 O -1.3390 -3.5550 3.4721
85 C -2.2370 3.0143 -1.7885
86 H 3.6874 -1.0813 1.1597
87 Te 0.9529 -1.8303 -2.9515
88 H -0.0312 3.6011 -0.4800
89 H -2.9335 0.9628 7.3002
90 H -1.4330 0.9359 -8.2196
91 N 2.7455 1.7129 0.2440
92 Te -0.0458 -4.6220 0.2754
93 C -0.9442 3.9040 0.0344
94 H 5.3011 -1.6108 0.5751
95 C 4.8133 2.5613 -0.6230
96 N -1.1429 0.8341 1.7464
97 H -1.6343 -1.2078 -7.0107
98 C 1.0391 0.2373 -3.4858
99 C 1.6642 -3.6513 3.9001
100 H -1.9571 -5.1587 4.5559
101 C -0.5459 -1.8930 -4.5710
102 H -0.4234 -2.7592 -5.2216
103 H 2.5265 -3.0588 3.5857
104 H 5.6402 4.2592 0.3982

## Properties
HOMO-LUMO gap in hartree: 0.2504
Net charge: -1
LUMO in eV: 2.3
Energy relative to the best compared isomer or geometry (same formula, charge and spin) in kJ/mol: 92.3

---

Q: net charge of number 1 (C35H50NO3PtS2Se)?
A: +1